1.
{"formula": "C3H2N2OS2", "method": "the ωB97M-V functional and the def2-TZVPD basis", "elements": ["C", "C", "C", "H", "H", "N", "N", "O", "S", "S"], "coordinates": [[-1.491302, -0.432938, -0.048660], [-0.192382, 0.020981, -0.255770], [2.264859, 0.135138, -0.070693], [-3.307830, -0.125637, 0.721319], [-1.717528, -1.555496, -0.257638], [1.668236, 1.466008, -0.098395], [0.377077, 1.286400, -0.291028], [-2.555881, 0.406944, 0.271737], [1.037548, -1.178307, -0.130416], [3.917200, -0.023093, 0.159543]], "forces_ev_per_a": [[-0.557, 0.837, -0.518], [-0.767, -0.566, 0.468], [1.976, -0.022, 0.998], [1.916, 1.132, -1.330], [0.449, 2.122, 0.841], [-4.090, -3.678, -1.371], [0.945, 2.422, 1.200], [0.024, -2.401, 0.462], [2.204, 0.247, -0.318], [-2.101, -0.092, -0.432]], "spin_multiplicity": 1, "total_charge": 0, "homo_lumo_gap_ev": 6.5, "smiles": "O/C=C1\\N=NC(=S)S1"}

***

2.
{"formula": "C21H32N2O5", "method": "the ωB97M-V functional and the def2-TZVPD basis", "elements": ["C", "H", "C", "C", "C", "C", "O", "C", "C", "C", "C", "C", "C", "H", "H", "C", "O", "N", "H", "C", "H", "C", "C", "O", "N", "H", "C", "H", "H", "C", "H", "H", "C", "C", "O", "O", "C", "C", "H", "H", "H", "H", "H", "H", "H", "H", "H", "H", "H", "H", "H", "H", "H", "H", "H", "H", "H", "H", "H", "H"], "coordinates": [[8.231939, -0.139072, -1.478025], [9.138428, -0.640127, -1.809589], [7.711271, -0.784014, -0.199016], [6.502192, -0.058195, 0.391953], [5.257513, -0.160444, -0.485370], [4.046551, 0.478196, 0.185950], [2.949987, 0.352987, -0.697397], [1.744121, 0.852351, -0.328882], [0.709612, 0.682927, -1.253116], [-0.555927, 1.155712, -0.988504], [-0.827722, 1.805492, 0.214983], [0.199151, 1.954215, 1.139098], [1.476244, 1.496621, 0.875767], [2.250107, 1.640659, 1.613489], [-0.020394, 2.442973, 2.076823], [-2.195513, 2.260639, 0.589874], [-2.574562, 2.278856, 1.750959], [-2.968285, 2.675995, -0.440064], [-2.664050, 2.470704, -1.380184], [-4.401437, 2.794647, -0.295374], [-4.607848, 3.341899, 0.627291], [-5.062636, 1.412166, -0.224700], [-4.613500, 0.503794, -1.358343], [-3.893531, 0.862441, -2.274862], [-5.104313, -0.748545, -1.261507], [-5.529896, -1.019258, -0.386877], [-4.622932, -1.828585, -2.089775], [-4.066782, -1.370550, -2.911714], [-5.479583, -2.372485, -2.501786], [-3.728043, -2.799458, -1.313394], [-4.307415, -3.250776, -0.504809], [-3.419628, -3.592940, -1.995176], [-2.487457, -2.125066, -0.723115], [-2.722380, -1.535011, 0.653975], [-3.805471, -1.342826, 1.150022], [-1.564633, -1.267015, 1.244094], [-1.595988, -0.690541, 2.557446], [-1.947182, -1.722298, 3.618759], [-1.888295, -1.260766, 4.599985], [-1.254764, -2.560497, 3.577074], [-2.958480, -2.089829, 3.464643], [-2.309531, 0.138515, 2.571028], [-0.586974, -0.301453, 2.702153], [-1.660432, -2.830626, -0.635222], [-2.150199, -1.313073, -1.370981], [-6.148970, 1.511820, -0.246929], [-4.781288, 0.930701, 0.715095], [-4.779760, 3.357273, -1.150440], [-1.337254, 0.991572, -1.717227], [0.931360, 0.170261, -2.176055], [3.828391, -0.029655, 1.136033], [4.247090, 1.538579, 0.394204], [5.420402, 0.339955, -1.439813], [5.030330, -1.208191, -0.689583], [6.753058, 0.994173, 0.544191], [6.278617, -0.489313, 1.371201], [8.510825, -0.786089, 0.545415], [7.443981, -1.823758, -0.399280], [7.498102, -0.205751, -2.276508], [8.463766, 0.910077, -1.307880]], "forces_ev_per_a": [[-0.038, -0.189, 0.166], [0.078, 0.009, -0.105], [-0.020, 0.243, 0.044], [-0.074, -0.241, -0.153], [-0.203, 0.240, 0.278], [0.384, -0.060, 0.074], [-0.205, -0.005, -0.135], [-0.245, -0.011, -0.089], [0.253, -0.037, 0.012], [0.076, 0.114, 0.109], [0.244, -0.142, 0.160], [-0.314, 0.057, -0.151], [0.337, -0.097, -0.008], [0.085, 0.005, 0.034], [-0.025, 0.018, 0.089], [0.077, 0.251, -0.245], [-0.137, 0.040, 0.240], [0.084, 0.071, -0.202], [0.022, 0.009, 0.178], [-0.195, -0.221, 0.120], [-0.052, -0.009, -0.170], [0.312, 0.366, -0.051], [-0.574, -0.048, 0.440], [0.302, 0.204, -0.412], [-0.191, -0.195, -0.069], [0.129, 0.168, -0.024], [0.033, -0.277, -0.131], [-0.114, -0.108, 0.052], [0.116, 0.051, -0.058], [-0.007, 0.302, -0.036], [0.021, -0.111, -0.041], [-0.023, -0.045, 0.018], [-0.241, -0.138, 0.111], [0.139, -0.194, -0.337], [-0.081, 0.018, 0.313], [0.224, -0.112, -0.143], [-0.264, 0.160, 0.563], [0.068, 0.077, -0.401], [0.019, 0.035, 0.139], [0.067, -0.080, 0.067], [-0.050, -0.024, 0.049], [0.209, -0.095, -0.052], [-0.135, -0.001, -0.041], [0.030, 0.073, -0.013], [0.100, 0.028, -0.008], [-0.040, -0.064, 0.020], [-0.080, -0.004, 0.014], [0.027, 0.002, 0.106], [-0.102, -0.024, -0.079], [0.018, -0.065, -0.110], [-0.008, 0.083, -0.069], [-0.058, -0.089, 0.018], [-0.020, -0.026, -0.077], [-0.007, -0.048, -0.056], [0.023, 0.062, 0.084], [-0.003, 0.061, 0.071], [-0.002, -0.095, 0.004], [0.027, -0.073, 0.069], [-0.038, 0.041, -0.143], [0.039, 0.138, -0.034]], "spin_multiplicity": 1, "total_charge": 0, "homo_lumo_gap_ev": 9.3, "smiles": "CCCCCOc1ccc(C(=O)NCCC(=O)NCCCC(=O)OCC)cc1"}

***

3.
{"formula": "C6H12NO2P", "method": "the ωB97M-V functional and the def2-TZVPD basis", "elements": ["C", "C", "C", "C", "C", "C", "N", "O", "O", "P", "H", "H", "H", "H", "H", "H", "H", "H", "H", "H", "H", "H"], "coordinates": [[2.706627, 0.201982, -1.276753], [0.892598, 1.337694, -0.107387], [2.144069, 1.398093, -0.987632], [-0.894818, -0.406598, -0.007745], [-1.401166, 0.171146, 1.245503], [-2.233988, -0.665228, -0.815414], [-0.226055, -1.637062, 0.048772], [2.358946, -0.970066, -0.915409], [-0.091224, 0.527221, -0.821955], [1.293713, -1.678107, 0.216431], [3.704663, 0.110187, -1.789970], [1.096550, 0.973321, 0.921418], [0.348397, 2.244438, 0.119463], [2.614768, 2.339874, -0.976369], [-2.427311, -0.249626, 1.442342], [-1.630192, 1.263206, 1.114616], [-0.687696, 0.101049, 2.048204], [-1.904342, -1.255696, -1.684146], [-2.689115, 0.304223, -1.071796], [-3.079746, -1.190674, -0.276946], [2.276648, -1.432642, 1.397542], [1.805687, -2.940990, -0.249493]], "forces_ev_per_a": [[2.696, 4.340, -0.954], [-0.907, -0.806, -0.507], [-1.309, -1.907, 1.851], [-2.340, 0.690, -2.435], [-1.359, 1.817, 1.238], [0.282, 0.026, -0.489], [0.756, -0.371, 1.024], [-2.353, -3.627, 1.464], [-0.393, -0.406, 1.007], [4.109, -1.345, -1.002], [-1.100, 0.596, 0.205], [0.140, -0.490, -0.443], [0.532, 0.877, -0.350], [0.791, 0.719, -0.928], [1.475, 0.082, 0.534], [0.367, -0.822, -0.072], [-0.046, -0.232, 0.723], [-0.650, 0.406, -0.025], [0.425, -0.257, -0.348], [1.512, 0.133, -0.254], [-1.817, 0.028, -1.126], [-0.811, 0.549, 0.887]], "spin_multiplicity": 1, "total_charge": 0, "homo_lumo_gap_ev": 9.5, "smiles": "CC1(C)N=[PH2]O/C=C\\CO1"}

***

4.
{"formula": "C4H6N2", "method": "the ωB97M-V functional and the def2-TZVPD basis", "elements": ["C", "C", "C", "N", "N", "C", "H", "H", "H", "H", "H", "H"], "coordinates": [[-1.698471, -0.330992, 0.281521], [-0.303858, 0.122280, 0.035085], [0.852838, -0.551257, -0.677531], [2.151311, -0.396655, -0.114365], [1.553358, 0.785060, -0.701209], [0.404196, 1.243655, 0.141956], [-2.297267, -0.311441, -0.639919], [-1.697947, -1.359696, 0.648171], [-2.205204, 0.305657, 1.010627], [0.757965, -1.335387, -1.432700], [2.222923, -0.409883, 0.895968], [0.260158, 2.238664, 0.552397]], "forces_ev_per_a": [[0.002, -0.067, 0.142], [0.073, 0.051, 0.273], [-0.043, -0.128, -0.313], [0.322, -0.312, 0.552], [-0.248, -0.363, -0.755], [-0.243, -0.009, 0.028], [0.234, -0.009, 0.133], [-0.096, 0.029, 0.033], [0.085, -0.061, -0.049], [0.057, 0.752, -0.336], [-0.397, 0.354, 0.361], [0.255, -0.237, -0.068]], "spin_multiplicity": 1, "total_charge": 0, "homo_lumo_gap_ev": 9.9}

***

Results for DFT total energy: -29838.061; -35516.123; -21287.120; -7221.221 (in eV, following the order of the records).